The following is a quantum chemistry calculation of a cluster of 8 separate species, C29H72Cl2O14 in total at a distorted geometry, from the OMol25 dataset.

Element x y z (Å)
C (-4.81185, -1.22777, -3.97534)
O (-3.74072, -0.50832, -4.52743)
C (-3.70442, -0.60295, -5.94079)
C (-3.78950, -1.96827, -6.61429)
O (-5.15565, -2.36821, -6.71769)
C (-5.60615, -2.03249, -7.98506)
H (-4.97909, -2.16996, -4.40797)
H (-5.75199, -0.62123, -4.04677)
H (-4.69585, -1.33345, -2.86835)
H (-2.77087, -0.09102, -6.22431)
H (-4.50740, -0.05216, -6.40162)
H (-3.17808, -2.74151, -6.07515)
H (-3.40489, -1.85914, -7.62203)
H (-5.40140, -1.03148, -8.30960)
H (-6.68295, -2.34873, -8.07108)
H (-5.19756, -2.68088, -8.78238)
C (2.62654, 3.52984, 1.50642)
O (3.43709, 2.83813, 2.44399)
C (4.41017, 1.99653, 1.86220)
C (5.40993, 1.56865, 2.91817)
O (6.36743, 0.65401, 2.43852)
C (5.87527, -0.62134, 2.05359)
H (2.22352, 4.38900, 2.04382)
H (1.76440, 2.97951, 1.12297)
H (3.23885, 3.91021, 0.65559)
H (4.99200, 2.63410, 1.11783)
H (4.00265, 1.05811, 1.31643)
H (4.73364, 1.16117, 3.63912)
H (5.87727, 2.41056, 3.40846)
H (5.14275, -0.50067, 1.23263)
H (5.36127, -1.24233, 2.87868)
H (6.78455, -1.16298, 1.80912)
C (3.42621, -4.20982, -4.59496)
O (2.09195, -3.77618, -4.70247)
C (1.88463, -3.24721, -5.99433)
C (0.46896, -3.33656, -6.48290)
O (-0.52284, -2.66989, -5.68986)
C (-0.32914, -1.31220, -5.47882)
H (3.43674, -4.61944, -3.57686)
H (4.10318, -3.35164, -4.79264)
H (3.59379, -4.94028, -5.39267)
H (2.57919, -3.71063, -6.65110)
H (2.18307, -2.25601, -6.01836)
H (0.09065, -4.32753, -6.59320)
H (0.46424, -2.98610, -7.54106)
H (0.63678, -1.09695, -4.95603)
H (-1.19059, -1.03553, -4.97650)
H (-0.31082, -0.74611, -6.49604)
C (-3.31373, 0.49123, 2.25058)
O (-2.59342, -0.27907, 1.34752)
C (-1.47565, -0.93697, 1.78193)
C (-0.72662, -1.51710, 0.66498)
O (0.09501, -0.61671, -0.17595)
C (-0.78484, 0.25227, -0.93015)
H (-3.72191, 1.41925, 1.79032)
H (-2.72782, 0.68950, 3.13502)
H (-4.25555, -0.07699, 2.41768)
H (-1.82934, -1.85308, 2.33440)
H (-0.88377, -0.41396, 2.51498)
H (-1.38925, -2.15246, 0.00364)
H (0.02788, -2.21019, 1.15241)
H (-1.57507, -0.39409, -1.46925)
H (-0.10795, 0.81622, -1.59739)
H (-1.21260, 0.99992, -0.26441)
C (2.22268, -3.78572, 2.79412)
O (1.24636, -3.16165, 3.56246)
C (0.91176, -3.74324, 4.84542)
C (0.24604, -5.07841, 4.80686)
O (-1.15722, -5.20413, 4.60173)
C (-1.65121, -4.67887, 3.39891)
H (2.79396, -2.99737, 2.26995)
H (1.71699, -4.48220, 2.07449)
H (2.92669, -4.35638, 3.39388)
H (0.29523, -2.94144, 5.28356)
H (1.82577, -3.89096, 5.37826)
H (0.34399, -5.44534, 5.80165)
H (0.89905, -5.76048, 4.14319)
H (-1.27007, -3.69890, 3.16336)
H (-2.70099, -4.68732, 3.62874)
H (-1.41849, -5.26322, 2.46879)
C (1.37214, 0.30790, 4.86903)
O (0.59381, 1.40262, 5.07641)
C (0.67468, 2.34153, 4.04236)
C (0.05614, 3.67710, 4.53298)
O (-1.38350, 3.58954, 4.38595)
C (-1.96326, 4.80916, 4.67964)
H (1.14489, -0.26240, 3.91608)
H (1.11483, -0.37971, 5.66531)
H (2.41657, 0.52272, 4.87048)
H (0.27828, 2.08843, 3.10806)
H (1.65052, 2.69379, 3.89908)
H (0.54917, 4.44862, 3.95984)
H (0.38518, 3.84190, 5.63016)
H (-3.05185, 4.74482, 4.82446)
H (-1.72010, 5.64245, 4.02138)
H (-1.57602, 5.14630, 5.67637)
C (1.52594, 7.62277, 2.98330)
O (1.01712, 6.58784, 2.20520)
C (-0.04898, 6.97943, 1.32787)
C (-0.29077, 5.99739, 0.21989)
O (-1.01713, 4.92030, 0.75159)
C (-0.97979, 3.75122, -0.08040)
H (0.67017, 8.18015, 3.44593)
H (2.01700, 8.37795, 2.37931)
H (2.08351, 7.29360, 3.74781)
H (0.31561, 7.93114, 0.87312)
H (-0.97454, 7.15252, 1.98338)
H (0.65581, 5.67297, -0.18996)
H (-0.87761, 6.46137, -0.53261)
H (0.02327, 3.39832, -0.14324)
H (-1.39846, 3.94945, -1.06750)
H (-1.67045, 3.00715, 0.34718)
C (-0.79176, -4.17034, -2.49664)
Cl (0.72365, -4.98351, -1.82473)
Cl (-2.25859, -4.65735, -1.67796)
H (-0.65295, -3.10805, -2.37664)
H (-0.84344, -4.36406, -3.54404)

Summary:
- Orbital gap: 9.682 eV
- Charge: 0
- Highest occupied orbital energy: -9.057 eV
- LUMO energy: 0.62 eV
- Relative energy (zero: lowest compared OMol25 entry of this formula, charge and spin): 128.7 kJ/mol
- SMILES: COCCOC.COCCOC.COCCOC.COCCOC.COCCOC.COCCOC.COCCOC.ClCCl

These are the Mulliken partial charges, in e, on atoms 1 to 99:
1. C -0.71
2. O -0.25
3. C -0.69
4. C -0.45
5. O -0.36
6. C -0.75
7. H 0.33
8. H 0.28
9. H 0.20
10. H 0.34
11. H 0.52
12. H 0.21
13. H 0.47
14. H 0.35
15. H 0.25
16. H 0.28
17. C -0.57
18. O -0.35
19. C -0.10
20. C -0.25
21. O -0.39
22. C -0.60
23. H 0.09
24. H 0.05
25. H 0.55
26. H 0.20
27. H 0.02
28. H 0.15
29. H 0.31
30. H 0.30
31. H 0.21
32. H 0.30
33. C -0.78
34. O -0.12
35. C -0.81
36. C -0.66
37. O -0.12
38. C -0.46
39. H 0.14
40. H 0.31
41. H 0.37
42. H 0.55
43. H 0.43
44. H 0.32
45. H 0.33
46. H 0.24
47. H 0.07
48. H 0.22
49. C -0.80
50. O -0.35
51. C 0.11
52. C 0.17
53. O -0.50
54. C 0.17
55. H 0.23
56. H 0.36
57. H 0.28
58. H 0.15
59. H -0.04
60. H 0.03
61. H 0.06
62. H 0.17
63. H 0.26
64. H -0.41
65. C -0.88
66. O -0.01
67. C -0.61
68. C -0.47
69. O -0.38
70. C -0.03
71. H 0.16
72. H 0.23
73. H 0.46
74. H 0.20
75. H 0.47
76. H 0.38
77. H 0.29
78. H -0.27
79. H 0.34
80. H 0.23
81. C -0.44
82. O -0.45
83. C -0.36
84. C -0.21
85. O -0.19
86. C -0.65
87. H 0.08
88. H 0.28
89. H 0.25
90. H 0.40
91. H 0.26
92. H 0.01
93. H 0.30
94. H 0.28
95. H 0.09
96. H 0.34
97. C -1.01
98. O -0.07
99. C -0.56

=====

The following is a quantum chemistry calculation of an isolated molecule of C23H30N4O5 at a distorted geometry, from the OMol25 dataset.

Element x y z (Å)
C (-0.07941, -2.86272, -2.80650)
H (0.13284, -2.70437, -3.87005)
O (0.80407, -2.10302, -2.00499)
C (0.70674, -0.71252, -2.20296)
C (-0.38929, -0.03150, -1.36089)
N (-0.03218, 0.09761, 0.04109)
C (-0.08285, -0.89440, 0.95194)
O (0.50041, -0.81471, 2.02636)
C (-0.98899, -2.09119, 0.67164)
N (-2.37108, -1.72364, 0.87546)
C (-3.27928, -1.64372, -0.12244)
O (-3.00954, -1.86853, -1.29244)
C (-4.62331, -1.25332, 0.31568)
C (-5.76840, -1.07850, -0.41856)
C (-6.76869, -0.69511, 0.49923)
C (-6.16452, -0.66380, 1.72033)
O (-4.87158, -0.99797, 1.62470)
H (-6.53710, -0.42568, 2.69734)
H (-7.79287, -0.47285, 0.28243)
H (-5.86200, -1.21081, -1.47619)
H (-2.65891, -1.49800, 1.81535)
H (-0.87462, -2.46600, -0.34237)
H (-0.71140, -2.87421, 1.38355)
C (0.66361, 1.32491, 0.44058)
C (-0.10574, 2.55476, 0.03408)
C (-1.50062, 2.54734, 0.07929)
N (-2.25365, 3.58931, -0.21122)
C (-1.65409, 4.71459, -0.56515)
C (-0.27704, 4.84510, -0.63191)
C (0.51159, 3.74834, -0.31973)
H (1.58620, 3.81635, -0.36643)
H (0.17422, 5.78259, -0.91707)
H (-2.31272, 5.54096, -0.79714)
H (-2.03898, 1.65235, 0.36708)
H (0.69658, 1.30366, 1.53995)
C (2.12332, 1.23280, -0.05483)
O (2.56542, 1.84459, -1.00693)
N (2.82498, 0.35527, 0.67661)
H (2.35626, -0.14020, 1.42641)
C (4.16276, -0.08579, 0.33809)
C (5.13233, 0.22427, 1.47967)
C (6.53799, -0.25055, 1.12389)
C (6.53732, -1.74573, 0.82038)
C (5.56636, -2.05831, -0.31433)
C (4.15979, -1.58671, 0.04108)
H (3.46807, -1.80270, -0.77573)
H (3.80648, -2.12058, 0.92712)
H (5.55497, -3.13181, -0.51175)
H (5.89750, -1.55357, -1.22446)
H (7.54375, -2.06929, 0.54824)
H (6.23885, -2.29702, 1.71496)
H (7.21880, -0.03715, 1.95033)
H (6.89225, 0.29694, 0.24782)
H (5.13491, 1.29834, 1.67465)
H (4.78996, -0.28390, 2.38446)
H (4.45632, 0.47360, -0.55669)
H (-1.32569, -0.57986, -1.46947)
H (-0.53739, 0.97432, -1.75662)
H (0.50965, -0.49344, -3.26035)
H (1.68387, -0.29979, -1.94467)
H (0.10483, -3.90558, -2.55496)
H (-1.12957, -2.61991, -2.61657)

Summary:
- Orbital gap: 9.731 eV
- Charge: 0
- Highest occupied orbital energy: -9.101 eV
- LUMO energy: 0.63 eV
- Relative energy (zero: lowest compared OMol25 entry of this formula, charge and spin): 25.9 kJ/mol
- SMILES: COCCN(C(=O)CNC(=O)c1ccco1)[C@@H](C(=O)NC1CCCCC1)c1cccnc1

Which charges does Mulliken predict for the atoms? In e, they are:
1. C -0.70
2. H 0.37
3. O -0.32
4. C -0.56
5. C -0.71
6. N 0.55
7. C 0.89
8. O -0.77
9. C -1.12
10. N 0.00
11. C 0.39
12. O -0.72
13. C 0.34
14. C -0.47
15. C -0.44
16. C -0.43
17. O -0.35
18. H 0.47
19. H 0.45
20. H 0.53
21. H 0.29
22. H 0.22
23. H 0.41
24. C 0.71
25. C 0.04
26. C -0.49
27. N -0.66
28. C -0.42
29. C -0.54
30. C -0.65
31. H 0.48
32. H 0.41
33. H 0.38
34. H 0.55
35. H 0.68
36. C -0.22
37. O -0.67
38. N 0.07
39. H 0.47
40. C -0.46
41. C -0.83
42. C -0.69
43. C -0.66
44. C -0.87
45. C -0.30
46. H 0.13
47. H 0.35
48. H 0.36
49. H 0.36
50. H 0.34
51. H 0.30
52. H 0.36
53. H 0.34
54. H 0.38
55. H 0.30
56. H 0.42
57. H -0.01
58. H 0.64
59. H 0.46
60. H 0.15
61. H 0.24
62. H 0.25

=====

The following is a quantum chemistry calculation of an isolated molecule of C3H2N2O at a distorted geometry, from the OMol25 dataset.

Element x y z (Å)
C (1.59667, 0.98282, 0.22724)
C (-0.02297, -0.72957, -0.44494)
C (-1.27675, -0.19900, 0.19313)
N (2.28759, 1.86204, -0.07013)
N (0.76025, 0.00259, 0.41218)
O (0.24478, -1.63840, -1.15865)
H (-1.95777, 0.56051, -0.23802)
H (-1.63179, -0.84099, 1.07919)

Summary:
- Orbital gap (alpha / beta): 8.515 / 7.956 eV
- Charge: 0
- Highest occupied orbital energy (alpha / beta): -10.511 / -10.322 eV
- LUMO energy (alpha / beta): -2.00 / -2.37 eV
- Relative energy (zero: lowest compared OMol25 entry of this formula, charge and spin): 269.5 kJ/mol

Which charges does Mulliken predict for the atoms? In e, they are:
1. C 0.48
2. C 0.56
3. C -0.33
4. N -0.38
5. N -0.40
6. O -0.47
7. H 0.30
8. H 0.24

=====

The following is a quantum chemistry calculation of a structure of composition C12H16Br2O12Pd at a distorted geometry, from the OMol25 dataset.

Element x y z (Å)
Pd (1.97191, 0.59778, 0.50702)
Br (3.25288, 2.56866, 1.62050)
Br (3.60562, -0.19908, -1.39391)
C (3.84776, -3.87224, 3.00548)
C (5.09198, -3.22815, 2.35854)
O (4.50817, -2.07027, 1.81916)
C (3.26889, -1.89432, 2.22821)
O (2.61482, -0.89111, 1.95374)
O (2.89400, -2.81257, 3.07851)
H (4.23068, -4.23713, 3.95854)
H (3.40347, -4.76651, 2.56849)
H (5.63992, -3.90192, 1.69984)
H (5.77778, -2.95902, 3.16188)
C (-0.86724, 3.06156, -3.61303)
C (-2.02920, 2.58842, -2.72617)
O (-1.47237, 1.97105, -1.56708)
C (-0.14973, 2.26946, -1.58252)
O (0.65812, 1.96480, -0.75127)
O (0.20856, 2.81981, -2.73700)
H (-0.85310, 4.14207, -3.75579)
H (-0.84453, 2.49719, -4.54527)
H (-2.84741, 2.09295, -3.24880)
H (-2.40245, 3.48624, -2.23354)
C (-3.15544, 1.06584, 2.46564)
C (-2.40160, 1.72705, 3.53654)
O (-1.07383, 1.41620, 3.27232)
C (-0.97366, 0.61011, 2.20373)
O (0.06434, 0.40247, 1.59523)
O (-2.14966, 0.26695, 1.78986)
H (-3.46234, 1.85799, 1.78270)
H (-3.93180, 0.47141, 2.94733)
H (-2.86982, 1.34855, 4.44517)
H (-2.50841, 2.81103, 3.57729)
C (-1.75864, -1.04185, -3.75337)
C (-2.61974, -1.10750, -2.47059)
O (-1.76070, -1.47748, -1.47258)
C (-0.50637, -1.24378, -1.82661)
O (0.45389, -1.27068, -1.07232)
O (-0.47337, -0.97923, -3.20802)
H (-1.96530, -0.10898, -4.27792)
H (-1.82906, -1.93340, -4.37649)
H (-3.39771, -1.85388, -2.63113)
H (-3.18933, -0.18851, -2.33232)

Summary:
- Orbital gap (alpha / beta): 1.839 / 7.145 eV
- Charge: -1
- Highest occupied orbital energy (alpha / beta): 0.316 / -5.259 eV
- Spin multiplicity: 4
- LUMO energy (alpha / beta): 2.15 / 1.89 eV
- Expectation value of S²: 3.76

Which charges does Mulliken predict for the atoms? In e, they are:
1. Pd 1.38
2. Br -0.54
3. Br -0.63
4. C -0.34
5. C -0.31
6. O -0.28
7. C 0.59
8. O -0.72
9. O -0.28
10. H 0.26
11. H 0.28
12. H 0.32
13. H 0.27
14. C -0.61
15. C -2.79
16. O 1.43
17. C -0.12
18. O -0.37
19. O -0.25
20. H 0.45
21. H 0.57
22. H -0.08
23. H 0.82
24. C -1.10
25. C -0.43
26. O -0.37
27. C 0.72
28. O -0.11
29. O 0.02
30. H 0.42
31. H 0.41
32. H 0.31
33. H 0.37
34. C -0.63
35. C -1.18
36. O 0.05
37. C 0.89
38. O -0.61
39. O -0.25
40. H 0.39
41. H 0.47
42. H 0.53
43. H 0.05